(1)
ORCA calculation (ωB97M-V/def2-TZVPD) on a cluster of 2 separate species, C4H14N4O2 in total.

Calculated values
HOMO energy in eV: -8.19
Relative energy (zero: lowest compared OMol25 entry of this formula, charge and spin) in kcal/mol: 14.56

Last column: Mulliken charge in e.
CARTESIAN COORDINATES (ANGSTROEM)
O  0.59  -0.06  -1.89  -0.64
H  0.04  2.44  -0.23  0.24
C  -0.15  -0.69  -0.94  0.13
N  -0.60  0.34  1.59  -0.51
O  2.37  1.42  -0.47  -0.50
H  -1.70  -0.84  -2.24  0.26
H  -1.76  -1.93  -0.97  0.29
H  -0.54  -1.72  1.44  0.31
C  -0.89  0.50  0.17  0.21
H  1.34  0.43  -1.48  0.49
H  0.54  -2.94  1.30  0.27
H  2.32  1.62  1.53  0.37
H  -1.17  1.96  -1.41  0.36
C  -0.91  1.93  -0.35  -1.36
N  0.68  -1.55  -0.13  -0.05
N  -0.13  -2.38  0.77  -0.72
H  -1.91  0.12  0.07  0.35
C  2.30  0.96  0.65  -0.27
H  2.26  -0.11  0.86  0.35
H  0.31  0.72  1.82  0.10
H  -1.27  0.88  2.14  0.29
N  -1.17  -1.42  -1.61  -0.66
H  1.14  -2.19  -0.78  0.29
H  -1.67  2.51  0.17  0.41



(2)
ORCA calculation (ωB97M-V/def2-TZVPD) on a structure of composition C4H14N4O7.

Calculated values
Total charge: +2
HOMO energy in eV: -17.94
Relative energy (zero: lowest compared OMol25 entry of this formula, charge and spin) in kcal/mol: 33.38

Last column: Mulliken charge in e.
CARTESIAN COORDINATES (ANGSTROEM)
N  1.26  0.83  1.34  -0.10
H  2.65  -2.83  0.95  0.34
C  0.95  -1.59  1.41  0.38
C  2.44  -1.72  1.23  -1.83
H  1.16  1.74  0.73  0.39
N  0.46  -0.27  0.89  0.02
N  -1.64  1.49  -1.42  0.58
H  2.79  -1.12  0.43  0.72
H  1.87  2.58  -1.69  0.37
H  0.33  -2.23  0.76  0.36
H  3.00  -1.63  2.03  0.54
O  1.37  2.32  -0.91  -0.36
O  -1.08  -1.18  -0.47  -0.36
H  -1.52  1.12  -4.69  0.35
O  -2.93  0.50  -0.85  -0.10
H  -0.62  -1.84  3.19  0.32
H  0.81  -2.86  3.05  0.39
C  -0.44  -0.28  -0.12  0.56
H  -4.56  1.40  -1.16  0.40
H  -3.07  1.06  -4.26  0.32
O  -1.96  2.10  -2.35  -0.28
H  0.99  -1.26  3.55  0.41
H  2.15  0.30  1.20  0.29
O  -2.21  0.95  -3.96  -0.55
O  -3.92  0.90  -1.69  -0.27
N  -0.52  1.07  -0.80  0.23
C  0.47  -1.82  2.80  -1.42
O  0.61  1.25  -1.56  -0.09
H  1.15  1.02  2.38  0.39



(3)
ORCA calculation (ωB97M-V/def2-TZVPD) on a structure of composition C4H14N8.

Calculated values
HOMO energy in eV: -6.32

Last column: Mulliken charge in e.
CARTESIAN COORDINATES (ANGSTROEM)
N  2.51  -1.19  -1.20  -0.71
N  -0.29  1.40  1.71  -0.17
H  -1.24  -2.34  -2.58  0.27
H  -0.52  2.37  1.59  0.25
H  -1.02  2.42  -0.72  0.22
C  0.53  1.04  2.78  0.19
H  3.10  -1.74  -1.81  0.21
H  1.06  2.96  3.48  0.27
H  -2.65  2.34  -0.90  0.29
H  0.63  -0.04  2.89  0.22
H  0.82  -0.32  0.18  0.29
C  1.16  1.89  3.59  -0.87
H  -1.55  -0.69  -1.24  0.28
H  1.43  -2.49  -3.10  0.30
N  0.73  -2.04  -2.55  -0.07
N  -1.89  2.20  -0.20  -0.75
C  -1.10  0.51  1.06  -0.16
N  -0.40  -2.88  -2.38  -0.67
N  0.33  -0.84  -0.56  -0.16
C  1.27  -1.37  -1.45  0.21
N  -0.76  -0.09  -1.08  -0.41
H  -0.46  -3.20  -1.41  0.28
H  -1.03  -0.54  1.39  0.56
H  -0.55  0.33  -1.97  0.24
H  1.80  1.51  4.38  0.24
N  -1.92  0.81  0.10  -0.34



(4)
ORCA calculation (ωB97M-V/def2-TZVPD) on a cluster of 2 separate species, C4H14NO in total.

Calculated values
Total charge: +1
HOMO energy in eV: -14.81
Relative energy (zero: lowest compared OMol25 entry of this formula, charge and spin) in kcal/mol: 9.06

Last column: Mulliken charge in e.
CARTESIAN COORDINATES (ANGSTROEM)
C  -0.76  1.40  -0.48  0.77
H  -0.08  3.42  -0.26  0.37
H  -1.68  1.58  -1.03  0.21
C  -0.43  2.61  0.37  -1.37
H  0.48  1.80  -2.18  0.42
H  0.97  -3.83  0.56  0.37
H  -0.57  -3.21  -0.07  0.34
H  0.34  2.37  1.10  0.35
H  1.30  -1.66  -0.47  0.41
H  1.30  0.93  -0.90  0.30
C  0.35  1.03  -1.44  -1.48
H  0.13  0.10  -1.97  0.34
H  -1.32  2.97  0.90  0.41
C  0.22  -3.06  0.66  -0.82
H  -1.51  0.54  1.15  0.31
H  0.10  -0.95  0.45  0.24
O  -1.02  0.24  0.37  -0.65
H  1.54  -1.49  1.15  0.37
N  0.84  -1.71  0.44  -0.22
H  -0.20  -3.09  1.67  0.33



(5)
ORCA calculation (ωB97M-V/def2-TZVPD) on a cluster of 2 separate species, C4H14NO in total.

Calculated values
Total charge: +1
HOMO energy in eV: -15.15
Relative energy (zero: lowest compared OMol25 entry of this formula, charge and spin) in kcal/mol: 35.66

Last column: Mulliken charge in e.
CARTESIAN COORDINATES (ANGSTROEM)
H  -0.96  3.05  1.71  0.33
C  -1.69  -0.55  -1.31  -1.11
N  1.08  0.04  1.28  -0.36
H  -2.12  -1.57  -1.61  0.29
H  0.31  -0.35  1.78  0.29
H  1.93  -0.46  1.54  0.37
O  -0.92  2.09  2.00  -0.64
H  2.78  -0.04  -1.15  0.39
C  0.66  0.03  -0.26  0.47
H  1.47  -0.42  -2.11  0.40
H  -0.37  -2.02  -0.48  0.30
C  1.78  -0.60  -1.05  -1.48
H  1.15  1.04  1.60  0.33
H  0.45  1.07  -0.47  0.30
H  -1.93  2.00  1.97  0.33
H  -2.58  -0.13  -0.72  0.28
C  -0.57  -0.88  -0.32  -0.50
H  2.12  -1.61  -0.95  0.41
H  -1.58  0.09  -2.13  0.38
H  -1.00  -0.80  0.68  0.21



(6)
ORCA calculation (ωB97M-V/def2-TZVPD) on a cluster of 2 separate species, C4H14NO in total.

Calculated values
Total charge: +1
HOMO energy in eV: -15.03
Relative energy (zero: lowest compared OMol25 entry of this formula, charge and spin) in kcal/mol: 45.75

Last column: Mulliken charge in e.
CARTESIAN COORDINATES (ANGSTROEM)
H  1.35  2.30  -0.92  0.44
H  0.58  1.45  -2.10  0.39
H  0.01  2.26  1.35  0.42
H  0.54  0.68  1.85  0.37
O  -1.95  -1.28  1.97  -0.61
C  0.81  -0.58  -0.33  -0.93
H  -2.86  -1.13  2.23  0.32
H  -1.75  -2.19  1.68  0.32
H  1.85  -0.13  -0.63  0.30
H  0.27  -1.45  -2.19  0.39
H  -1.09  0.23  -0.51  0.15
H  0.10  -2.55  -0.88  0.32
C  0.40  1.83  -1.08  -1.66
H  1.62  -2.10  -1.55  0.40
N  -0.18  1.20  1.28  -0.26
C  0.66  -1.74  -1.27  -1.37
H  1.15  -0.95  0.53  0.59
H  -0.39  2.49  -0.92  0.52
C  -0.05  0.69  -0.18  0.62
H  -1.06  0.97  1.67  0.31



(7)
ORCA calculation (ωB97M-V/def2-TZVPD) on a cluster of 2 separate species, C4H14NO in total.

Calculated values
Total charge: +1
HOMO energy in eV: -15.09
Relative energy (zero: lowest compared OMol25 entry of this formula, charge and spin) in kcal/mol: 18.10

Last column: Mulliken charge in e.
CARTESIAN COORDINATES (ANGSTROEM)
H  -0.12  -2.26  -0.54  0.38
H  -0.22  2.21  1.55  0.40
H  -1.40  -0.19  -1.56  0.49
C  -0.04  1.72  0.59  -1.31
H  2.77  0.18  0.25  0.33
H  3.43  -1.11  0.69  0.31
C  -0.78  0.38  0.41  0.81
H  -2.71  1.32  0.05  0.36
C  -2.28  0.56  0.71  -1.60
C  -0.48  -0.17  -0.99  -1.03
H  1.00  1.42  0.83  0.19
H  -0.06  2.28  -0.35  0.37
H  -2.36  0.81  1.77  0.44
H  0.23  0.53  -1.46  0.37
N  0.28  -1.48  -1.06  -0.14
H  0.48  -1.65  -2.05  0.40
H  -0.42  -0.30  1.24  0.26
O  2.59  -0.77  0.35  -0.67
H  -2.76  -0.38  0.43  0.39
H  1.21  -1.32  -0.60  0.22



(8)
ORCA calculation (ωB97M-V/def2-TZVPD) on a cluster of 2 separate species, C4H14NO in total.

Calculated values
Total charge: +2
HOMO energy (alpha / beta) in eV: -19.53 / -19.53
Relative energy (zero: lowest compared OMol25 entry of this formula, charge and spin) in kcal/mol: 15.31
Spin multiplicity: 2

Last column: Mulliken spin population.
CARTESIAN COORDINATES (ANGSTROEM)
H  -1.28  -1.49  0.97  0.00
H  -2.62  -0.35  0.93  0.00
H  -0.22  0.75  -2.91  0.12
H  -1.11  1.49  0.41  0.02
H  -1.22  1.96  -2.00  0.00
H  2.49  -2.37  -0.42  0.00
C  -1.56  -0.47  1.18  0.16
H  -1.30  -0.71  -1.30  0.01
H  0.51  1.88  -1.64  0.01
C  -0.36  1.29  -1.93  0.31
H  -1.42  -0.23  2.23  0.04
H  0.39  -0.66  -1.20  0.00
C  -0.48  -0.03  -1.03  0.21
O  2.20  -1.92  0.39  0.00
H  0.60  0.74  2.09  0.01
C  -0.62  0.50  0.38  0.13
H  1.21  -0.23  0.97  0.00
H  1.30  1.44  0.74  0.00
N  0.71  0.66  1.06  0.00
H  2.77  -2.25  1.10  0.00



(9)
ORCA calculation (ωB97M-V/def2-TZVPD) on a cluster of 3 separate species, C4H14NO in total.

Calculated values
Total charge: +2
HOMO energy (alpha / beta) in eV: -20.66 / -19.88
Relative energy (zero: lowest compared OMol25 entry of this formula, charge and spin) in kcal/mol: 174.87
Spin multiplicity: 2

Last column: Mulliken spin population.
CARTESIAN COORDINATES (ANGSTROEM)
C  -1.05  0.72  0.53  0.15
C  -1.56  -0.26  1.61  0.27
C  -0.14  0.74  -1.79  0.06
C  -1.19  0.14  -0.87  0.13
H  -1.45  0.11  2.57  0.01
H  0.04  0.82  0.67  0.00
H  0.86  -2.50  0.31  -0.03
H  -0.85  -1.10  1.46  0.10
H  2.09  -0.63  0.30  0.00
H  -2.60  -0.52  1.47  0.00
H  -0.14  1.87  -1.89  0.06
H  3.53  -0.17  -0.33  0.00
H  -0.24  0.38  -2.86  0.05
H  3.19  0.43  1.16  0.01
H  -1.53  1.68  0.63  0.05
H  -0.96  -0.94  -0.75  0.12
H  -2.24  0.26  -1.25  0.00
O  0.63  -1.57  0.24  1.00
N  2.81  0.11  0.22  -1.00
H  0.82  0.45  -1.43  0.00



(10)
ORCA calculation (ωB97M-V/def2-TZVPD) on a cluster of 5 separate species, C4H14NO2 in total.

Calculated values
Total charge: +1
HOMO energy in eV: -12.21
Relative energy (zero: lowest compared OMol25 entry of this formula, charge and spin) in kcal/mol: 245.23

Last column: Mulliken charge in e.
CARTESIAN COORDINATES (ANGSTROEM)
H  -3.60  -1.19  -0.21  0.46
C  -2.53  -1.30  -0.06  -0.18
O  1.96  0.18  1.58  -0.66
H  -2.38  0.74  0.47  0.38
C  -1.77  -0.11  0.23  -0.02
H  0.19  0.55  0.69  0.33
H  0.58  3.15  -1.14  0.22
H  1.61  1.98  -0.35  0.30
C  -1.98  -2.54  -0.42  -0.69
H  -0.21  0.24  -1.03  0.36
H  0.14  -1.09  0.11  0.37
H  2.89  0.24  -1.56  0.18
H  -0.99  -2.79  -0.05  0.35
H  1.26  3.55  0.35  0.22
N  1.02  2.81  -0.29  -0.46
H  -2.70  -3.35  -0.52  0.33
O  2.19  0.37  -0.91  -0.70
H  -2.24  -1.54  -1.65  0.39
H  2.25  0.09  0.62  0.36
C  -0.34  -0.12  0.02  -0.86
H  2.74  -0.08  2.07  0.33



(11)
ORCA calculation (ωB97M-V/def2-TZVPD) on a cluster of 2 separate species, C4H14NO2 in total.

Calculated values
Total charge: +1
HOMO energy in eV: -14.51
Relative energy (zero: lowest compared OMol25 entry of this formula, charge and spin) in kcal/mol: 15.55

Last column: Mulliken charge in e.
CARTESIAN COORDINATES (ANGSTROEM)
C  -0.10  1.59  0.50  -0.60
H  0.47  -3.62  -1.33  0.30
H  0.55  -1.79  0.40  0.25
C  -0.37  0.14  0.06  0.23
C  0.85  2.25  -0.51  -0.72
N  0.63  -0.80  0.71  -0.19
O  0.18  -3.28  -0.49  -0.66
H  -2.44  0.26  -0.22  0.39
H  0.33  1.66  1.49  0.36
H  1.60  -0.46  0.69  0.39
H  0.48  -0.74  1.72  0.42
C  -1.76  -0.37  0.38  -1.50
H  1.90  1.19  -1.74  0.34
H  -1.08  2.06  0.51  0.35
H  1.22  3.22  -0.19  0.38
H  0.31  2.46  -1.44  0.40
H  -1.99  -1.38  0.07  0.40
H  -2.02  -0.11  1.41  0.40
O  1.98  1.40  -0.79  -0.55
H  -0.59  -3.82  -0.23  0.32
H  -0.15  0.12  -1.00  0.28